DFT (ωB97M-V/def2-TZVPD) results for the molecule C5H9N3 in a non-equilibrium geometry.

Results
Gap between HOMO and LUMO: 0.3328 Eh
Spin multiplicity: 1
Maximum force: 0.1735 Eh/bohr
LUMO energy: 0.879 eV
SMILES: [H]/N=C1\CN[C@H]2C[C@@H]2N1
Energy above the lowest of the compared OMol25 structures with the same formula, charge and spin: 6.004 eV

Geometry as XYZ:
```
17
Properties=species:S:1:pos:R:3:forces:R:3
H -0.747 -2.997 0.564 -0.77 -2.79 -2.38
N -0.570 -2.381 1.264 0.24 4.21 1.39
C -0.433 -1.215 0.673 0.36 -5.27 -0.92
C -0.290 -1.159 -0.870 2.29 -1.85 -0.69
N -0.215 0.082 -1.645 -1.90 1.47 0.79
C 0.653 0.821 -0.695 -1.81 1.12 0.03
C 0.681 2.095 0.103 2.34 3.85 0.90
C -0.189 1.005 0.710 0.83 2.52 -4.84
N -0.030 -0.177 1.319 1.38 1.71 8.65
H 0.793 -1.660 -1.074 -2.45 0.85 0.66
H -1.003 -1.865 -1.247 -0.45 -0.18 -0.58
H -1.226 0.519 -1.686 2.72 -0.85 0.12
H 1.633 0.279 -0.604 -1.19 0.67 0.03
H 0.289 3.368 0.205 0.56 -4.23 -1.14
H 1.830 2.254 0.271 -2.26 -0.54 0.59
H -1.190 1.216 0.252 0.49 -0.09 1.08
H 0.013 -0.186 2.460 -0.39 -0.60 -3.68
```
Forces are in eV/Å.